A.
Density functional theory data (ωB97M-V/def2-TZVPD) for an isolated molecule of C2H4BrCl.

```
8
C2H4BrCl ωB97M-V/def2-TZVPD
Br 2.25 -0.12 -0.44
Cl -2.54 0.15 -0.28
C 0.53 -0.45 0.45
C -0.58 0.35 -0.19
H -0.28 0.38 -1.29
H 0.43 -1.52 0.06
H 0.70 -0.24 1.56
H -0.51 1.45 0.13
```

Output
E_HOMO = -10.64 eV
Structure (SMILES) = ClCCBr
Kohn-Sham gap = 0.390 Eh

---

B.
Density functional theory data (ωB97M-V/def2-TZVPD) for a 2-piece molecular cluster, C2H4BrCl overall.

```
8
C2H4BrCl ωB97M-V/def2-TZVPD
Br 2.44 0.11 -0.27
Cl -2.80 0.32 -0.29
C -0.28 -0.70 -0.04
C 0.51 0.51 0.05
H 0.33 1.21 -0.63
H -0.28 -1.32 -0.82
H 0.43 1.03 1.04
H -0.35 -1.15 0.95
```

Output
E_HOMO (alpha / beta) = -10.24 / -10.23 eV
Kohn-Sham gap (alpha / beta) = 0.281 / 0.279 Eh

---

A comes first in stability; the runner-up is 163.2 kJ/mol higher.

---

A.
Density functional theory data (ωB97M-V/def2-TZVPD) for C3H4FNS as an isolated structure.

```
10
C3H4FNS ωB97M-V/def2-TZVPD
S 1.24 -0.48 -0.24
F -1.66 -0.31 -0.77
N 1.02 1.17 -0.04
C -0.14 -1.11 0.67
C -1.12 0.16 0.45
C -0.26 1.39 0.16
H -1.91 0.30 1.20
H -0.04 -1.33 1.89
H -0.51 2.60 0.36
H -0.37 -1.90 -0.09
```

Output
E_HOMO = -8.67 eV
Kohn-Sham gap = 0.328 Eh

---

B.
Density functional theory data (ωB97M-V/def2-TZVPD) for an isolated molecule of C3H4FNS.

```
10
C3H4FNS ωB97M-V/def2-TZVPD
S -2.32 -1.28 -0.11
F -3.34 1.29 0.05
N -0.59 -1.38 0.30
C -0.93 0.98 0.12
C 0.08 -0.08 0.14
C -2.22 0.54 0.00
H 0.92 -0.09 0.93
H 0.69 0.24 -0.84
H -0.16 -2.00 -0.24
H -0.71 2.10 0.08
```

Output
E_HOMO = -7.86 eV
Structure (SMILES) = FC1=CCNS1
Kohn-Sham gap = 0.313 Eh

---

B comes first in stability; the runner-up is 18.0 kJ/mol higher.